Record 1
{"formula": "H46O23", "method": "ωB97M-V with the def2-TZVPD basis set", "symbols": ["H", "H", "H", "H", "H", "O", "H", "H", "H", "H", "H", "O", "H", "O", "H", "O", "H", "O", "O", "H", "H", "O", "O", "O", "H", "H", "H", "H", "O", "H", "H", "H", "H", "H", "O", "H", "H", "O", "H", "H", "H", "H", "H", "O", "O", "H", "O", "O", "H", "H", "H", "H", "H", "O", "O", "H", "H", "O", "O", "H", "H", "H", "H", "O", "H", "O", "H", "H", "O"], "xyz": [[2.677, 3.449, 5.230], [1.340, -2.676, 5.039], [1.811, 2.675, 4.256], [-0.638, -3.283, -0.771], [-2.563, 2.714, 0.790], [0.631, -1.144, -5.438], [0.388, 3.400, 2.666], [-0.391, 1.035, 2.085], [-1.805, -3.755, -3.859], [-3.304, 0.659, 1.641], [1.599, -1.332, 4.390], [-1.437, -2.982, -1.170], [-3.153, -1.777, 3.179], [1.226, -1.239, -2.613], [-3.129, -1.346, -4.304], [3.178, -0.073, 4.646], [-0.315, -1.356, -5.447], [-2.252, -1.693, -4.177], [-1.807, 3.060, 0.246], [3.453, 2.416, -1.645], [-1.282, 2.664, -4.602], [-1.498, 0.676, -1.667], [1.179, -3.372, -0.087], [1.117, 2.782, 2.491], [3.234, -4.692, 2.844], [1.648, -3.951, 0.487], [0.146, 2.269, -4.413], [-1.816, 1.355, -2.277], [0.034, 5.325, -0.159], [2.949, 0.783, 5.035], [0.153, -2.375, 1.225], [-0.813, -4.900, -3.577], [-3.323, -1.835, -0.814], [1.813, -2.749, -0.459], [1.291, -2.230, 4.202], [0.492, -0.758, -2.253], [-0.593, 4.600, -0.013], [4.016, 2.116, -0.900], [-1.325, 2.266, -0.062], [0.971, -1.298, -3.563], [2.064, 1.044, -2.233], [3.353, 3.635, 0.185], [-1.871, -3.680, -1.652], [-1.758, -4.711, -3.635], [2.323, 2.583, 5.043], [-0.893, -0.341, 2.302], [-0.307, -1.983, 1.999], [2.371, -4.421, 2.527], [-4.685, 0.702, 0.978], [-2.127, -1.784, -3.220], [-4.521, -0.869, -0.825], [1.548, 3.165, 1.677], [-0.618, 6.090, -0.193], [1.496, 1.821, -2.273], [-3.703, -1.058, -1.250], [0.109, -2.294, 2.809], [2.142, -3.687, 3.105], [-0.561, 2.193, -5.073], [-3.522, -2.193, 2.390], [-2.732, -2.219, 1.801], [4.951, 2.342, -1.069], [2.119, 4.704, 0.194], [0.601, -0.313, -5.971], [-1.194, 0.566, 2.396], [-2.277, 0.134, -1.426], [-3.877, 1.214, 1.147], [4.130, -0.036, 4.826], [0.903, 1.869, -1.502], [2.636, 4.099, 0.761]], "nbo_charge": [0.4755, 0.4829, 0.5069, 0.5078, 0.5178, -0.9631, 0.4748, 0.4883, 0.4879, 0.5025, 0.5246, -1.0094, 0.4723, -0.9973, 0.4854, -0.9834, 0.4919, -0.9769, -1.0121, 0.4999, 0.4627, -0.9975, -0.9848, -1.0085, 0.4724, 0.5071, 0.4858, 0.4721, -0.9859, 0.5046, 0.5066, 0.4742, 0.5066, 0.5038, -0.9866, 0.4795, 0.5034, -0.9700, 0.4933, 0.5028, 0.5016, 0.5091, 0.4910, -0.9631, -0.9841, 0.4934, -1.0219, -0.9739, 0.4714, 0.4984, 0.4797, 0.5145, 0.4743, -0.9872, -0.9716, 0.5040, 0.4950, -0.9485, -0.9602, 0.4874, 0.4813, 0.5049, 0.4859, -1.0072, 0.5115, -0.9706, 0.4717, 0.4925, -0.9972], "largest_force_ev_per_a": 2.49, "total_charge": 0, "orbital_gap_ev": 10.854, "e_lumo_ev": 0.146, "e_tot_ev": -47842.63143}

Record 2
{"formula": "C7H13NO", "method": "ωB97M-V with the def2-TZVPD basis set", "symbols": ["H", "H", "H", "H", "C", "H", "H", "H", "C", "H", "H", "O", "C", "C", "H", "C", "H", "H", "C", "H", "C", "N"], "xyz": [[0.691, 2.554, 0.891], [0.996, -1.445, -2.330], [1.082, 0.303, -2.331], [2.091, 1.957, -0.024], [0.691, 0.431, 0.539], [1.144, 0.877, 2.481], [-1.864, 1.287, 0.550], [2.342, -0.640, -1.509], [-1.437, -0.688, -0.606], [0.925, -0.838, 2.108], [-0.352, -2.557, -0.790], [-2.077, -0.708, -1.653], [1.014, 1.841, 0.126], [0.468, -0.542, -0.440], [-3.174, 0.116, 0.437], [-2.115, 0.235, 0.671], [0.500, 2.095, -0.804], [-0.553, -2.000, 0.941], [-0.445, -1.714, -0.105], [-2.008, -0.123, 1.697], [1.269, -0.581, -1.718], [0.812, 0.140, 1.869]], "nbo_charge": [0.2196, 0.2287, 0.2175, 0.2294, 0.3270, 0.3981, 0.2042, 0.2084, 0.5773, 0.3993, 0.2297, -0.6239, -0.6779, -0.1803, 0.2253, -0.7160, 0.2391, 0.2109, -0.5102, 0.2064, -0.6115, -0.8012], "largest_force_ev_per_a": 4.62, "total_charge": 0, "orbital_gap_ev": 7.985, "e_lumo_ev": 0.663, "e_tot_ev": -11005.10930}

Record 3
{"formula": "C36H27CrF6N4O5", "method": "ωB97M-V with the def2-TZVPD basis set", "symbols": ["H", "F", "H", "H", "H", "C", "C", "H", "C", "C", "C", "C", "C", "H", "F", "H", "C", "C", "H", "H", "C", "C", "C", "C", "C", "N", "C", "C", "H", "H", "H", "Cr", "O", "O", "F", "H", "C", "N", "H", "N", "C", "C", "C", "C", "C", "C", "C", "O", "C", "H", "H", "F", "O", "C", "C", "H", "C", "C", "C", "C", "H", "H", "C", "H", "H", "F", "C", "O", "C", "H", "C", "C", "H", "N", "H", "F", "H", "H", "H"], "xyz": [[4.934, 3.544, 3.754], [-1.356, 1.380, 2.482], [-1.515, -8.960, 1.392], [-3.530, -0.827, -5.746], [-3.251, -1.937, 3.052], [-1.381, -0.658, -3.156], [0.729, -3.262, 0.740], [0.251, -7.731, 2.598], [-0.571, -5.346, 0.305], [-2.919, -1.161, -4.917], [-2.567, -2.077, 2.218], [-0.267, -7.270, 1.765], [-1.905, -7.340, 0.020], [-2.688, -7.872, -0.505], [-4.038, 0.503, 2.427], [-3.503, -3.219, -5.088], [-2.906, -2.496, -4.547], [1.834, 3.193, 0.271], [-0.070, 5.097, -0.338], [2.226, 7.390, -3.133], [-3.442, 0.078, 1.293], [1.919, 4.380, -0.699], [-2.138, -2.908, -3.470], [3.104, 4.622, -1.392], [1.381, 4.354, 2.490], [-0.775, -3.498, -1.172], [1.822, 1.004, -0.437], [1.786, 4.777, 3.748], [-1.288, 2.121, -2.719], [1.604, -5.728, 2.913], [3.570, 2.098, -0.531], [0.110, -0.788, -0.548], [-0.582, 0.189, -2.412], [-0.627, 3.110, 0.539], [-3.208, 1.141, 0.524], [0.378, 4.570, 2.145], [-1.375, -1.991, -2.759], [2.621, 2.060, -0.210], [-2.092, -5.590, -1.192], [0.549, 1.205, -0.031], [2.143, 6.555, -2.449], [-0.400, 1.521, -2.911], [2.251, 3.631, 1.680], [3.935, 3.776, 3.404], [0.082, -5.962, 1.387], [0.401, 2.529, 0.298], [-1.249, -7.954, 1.094], [1.025, -2.040, 0.539], [3.530, 3.347, 2.147], [-2.179, 0.803, -4.515], [-3.044, -2.673, 1.444], [-4.340, -0.695, 0.646], [-1.554, -0.974, 0.372], [-2.156, -0.741, 1.585], [-2.154, -0.236, -4.221], [0.125, 7.005, -1.874], [-1.292, 0.048, 2.628], [3.064, 4.492, 4.209], [0.966, 6.335, -1.748], [-0.212, -3.979, -0.057], [2.150, -3.399, 2.352], [-0.178, 1.485, -3.974], [3.215, 5.697, -2.261], [3.376, 4.821, 5.193], [4.219, 2.773, 1.539], [-1.665, -0.232, 3.897], [1.403, -3.952, 1.796], [2.103, -0.078, -1.011], [0.853, 5.260, -0.876], [4.147, 5.862, -2.789], [1.089, -5.228, 2.099], [-1.574, -6.063, -0.370], [1.093, 5.328, 4.371], [-0.613, -2.313, -1.592], [-2.115, -3.942, -3.161], [0.000, -0.300, 2.521], [-1.675, -2.599, 2.569], [0.442, 1.948, -2.383], [3.968, 3.983, -1.251]], "mulliken_spin": [0.0000, -0.0005, 0.0003, -0.0004, -0.0003, -0.0066, 0.0160, 0.0001, -0.0037, -0.0063, 0.0012, -0.0010, -0.0009, -0.0001, -0.0002, 0.0001, 0.0031, -0.0041, 0.0002, 0.0000, -0.0036, -0.0017, -0.0131, 0.0003, -0.0002, 0.0250, -0.0083, 0.0000, 0.0009, 0.0004, 0.0003, 2.9682, 0.0122, 0.0056, 0.0000, 0.0001, -0.0018, 0.0058, 0.0003, -0.0012, 0.0000, 0.0044, 0.0012, 0.0000, 0.0020, -0.0023, 0.0034, -0.0045, -0.0002, 0.0002, -0.0005, -0.0007, 0.0404, -0.0211, 0.0009, 0.0000, 0.0221, -0.0001, -0.0001, 0.0586, 0.0003, -0.0002, 0.0000, 0.0000, -0.0001, 0.0009, -0.0058, -0.0062, 0.0004, 0.0000, 0.0121, 0.0045, 0.0000, -0.0912, 0.0003, -0.0006, 0.0000, -0.0045, 0.0001], "largest_force_ev_per_a": 1.33, "total_charge": 0, "multiplicity": 4, "orbital_gap_ev": [6.905, 6.884], "e_lumo_ev": [-1.000, -1.197], "e_tot_ev": -98698.36192}